The following is a DFT calculation (wB97M-V/def2-TZVPD) of a molecular structure, C2H6NP at a distorted geometry.

The geometry in XYZ format:
```
10
Properties=species:S:1:pos:R:3:nbo_charge:R:1
P 1.149 -0.931 0.190 0.5696
N -0.240 0.085 0.142 -0.5965
C -0.114 1.508 0.250 -0.2597
C -1.221 -1.004 -0.191 -0.3642
H -0.999 -2.015 0.209 0.2120
H 0.863 1.807 0.525 0.1788
H 1.563 -0.944 -1.238 -0.0329
H 1.993 0.034 0.575 -0.0858
H -0.841 2.252 0.111 0.1946
H -2.152 -0.792 -0.574 0.1841
```

Properties
**ΔE to the lowest compared entry with this formula, charge and spin**: 299.3 kJ/mol
**Multiplicity**: 1
**LUMO level (alpha / beta)**: 0.52 / 0.66 eV
**Highest occupied orbital energy (alpha / beta)**: -7.38 / -7.59 eV
**F_max**: 4.45 eV/A

=====

The following is a DFT calculation (wB97M-V/def2-TZVPD) of 2 unconnected molecules or ions with the total composition C2H6NP at a distorted geometry.

The geometry in XYZ format:
```
10
Properties=species:S:1:pos:R:3:nbo_charge:R:1
P 1.484 -0.501 0.532 0.6995
N 0.143 0.170 -0.311 -0.6985
C 0.229 0.712 1.038 -0.4952
C -0.885 -0.505 -0.828 -0.4042
H -1.915 0.058 -0.878 0.2046
H 2.850 0.555 -0.352 -0.0947
H -0.717 -0.975 -1.891 0.2152
H 0.537 1.715 1.281 0.2289
H -0.596 0.195 1.578 0.1985
H -1.130 -1.423 -0.168 0.1460
```

Properties
**ΔE to the lowest compared entry with this formula, charge and spin**: 216.1 kJ/mol
**Multiplicity**: 1
**LUMO level**: 0.50 eV
**Highest occupied orbital energy**: -8.66 eV
**F_max**: 6.89 eV/A

=====

The following is a DFT calculation (wB97M-V/def2-TZVPD) of 2 unconnected molecules or ions with the total composition C2H6NS at a distorted geometry.

The geometry in XYZ format:
```
10
Properties=species:S:1:pos:R:3:nbo_charge:R:1
S 0.432 1.829 0.212 -0.6926
N -1.199 -1.662 -1.421 -0.6981
C -1.016 -0.422 -1.085 -0.0236
C 1.017 0.671 1.416 -0.7582
H -0.315 0.226 -1.596 0.1861
H 0.336 -0.217 1.598 0.1593
H -1.736 0.070 -0.372 0.1762
H -0.684 -1.872 -2.269 0.3091
H 1.159 1.133 2.417 0.1719
H 2.006 0.245 1.101 0.1699
```

Properties
**ΔE to the lowest compared entry with this formula, charge and spin**: 129.3 kJ/mol
**Multiplicity**: 1
**LUMO level**: 4.28 eV
**Highest occupied orbital energy**: -2.22 eV
**F_max**: 2.34 eV/A
**Charge**: -1

=====

The following is a DFT calculation (wB97M-V/def2-TZVPD) of 2 unconnected molecules or ions with the total composition C2H6NS at a distorted geometry.

The geometry in XYZ format:
```
10
Properties=species:S:1:pos:R:3:nbo_charge:R:1
S 1.254 -0.954 3.146 -1.0636
N 0.123 -0.206 0.132 -0.8375
C -0.632 1.170 -1.686 -1.2528
C -0.775 0.132 -0.842 -0.1278
H 1.564 -2.061 3.825 0.0654
H 0.275 1.664 -1.974 0.1623
H 0.981 0.323 0.135 0.3654
H -1.389 1.498 -2.398 0.1012
H 0.226 -1.051 0.680 0.4163
H -1.628 -0.514 -1.019 0.1712
```

Properties
**ΔE to the lowest compared entry with this formula, charge and spin**: 30.2 kJ/mol
**Multiplicity**: 2
**LUMO level (alpha / beta)**: 6.62 / 6.56 eV
**Highest occupied orbital energy (alpha / beta)**: 4.16 / -0.50 eV
**F_max**: 1.03 eV/A
**Expectation value of S²**: 0.75
**Charge**: -2

=====

The following is a DFT calculation (wB97M-V/def2-TZVPD) of 2 unconnected molecules or ions with the total composition C2H6NS at a distorted geometry.

The geometry in XYZ format:
```
10
Properties=species:S:1:pos:R:3:nbo_charge:R:1
S -2.892 -0.204 -0.916 -0.1150
N 1.013 0.231 0.909 -0.3788
C 1.494 0.165 -0.480 -0.4481
C -0.046 -0.373 1.191 -0.0572
H -0.382 -0.539 2.212 0.1725
H 1.925 -0.829 -0.563 0.2086
H 0.660 0.219 -1.186 0.1844
H -3.235 1.092 -0.964 0.1014
H -0.761 -0.715 0.421 0.1249
H 2.224 0.952 -0.625 0.2073
```

Properties
**ΔE to the lowest compared entry with this formula, charge and spin**: 121.1 kJ/mol
**Multiplicity**: 2
**LUMO level (alpha / beta)**: 0.90 / -2.65 eV
**Highest occupied orbital energy (alpha / beta)**: -9.54 / -9.58 eV
**F_max**: 1.23 eV/A
**Expectation value of S²**: 0.75

=====

The following is a DFT calculation (wB97M-V/def2-TZVPD) of a gas-phase ion, C2H6NS (charge +1) at a distorted geometry.

The geometry in XYZ format:
```
10
Properties=species:S:1:pos:R:3:nbo_charge:R:1
S 1.276 1.031 0.524 0.2876
N -0.512 -0.522 0.026 -0.5470
C 0.941 -0.631 -0.081 -0.3668
C -0.530 0.949 0.150 -0.3634
H 1.439 -0.470 -1.080 0.2702
H 1.430 -1.395 0.423 0.2507
H -0.818 1.630 -0.807 0.2721
H -1.005 -0.709 -0.870 0.4564
H -1.029 -1.184 0.772 0.4865
H -1.191 1.302 0.943 0.2536
```

Properties
**ΔE to the lowest compared entry with this formula, charge and spin**: 116.2 kJ/mol
**Multiplicity**: 1
**LUMO level**: -4.15 eV
**Highest occupied orbital energy**: -13.82 eV
**F_max**: 3.74 eV/A
**SMILES**: C1[NH2+]CS1
**Charge**: +1

=====

Q: Among the records above, which one has the lowest ΔE to the lowest compared entry with this formula, charge and spin?
A: number 4

=====

Q: Among the records above, which one has the lowest ΔE to the lowest compared entry with this formula, charge and spin?
A: number 4